Entry 1:
This record from OMol25 describes a structure of composition C15H17N6OS5SbTc. The level of theory is ωB97M-V/def2-TZVPD.

Energy above the lowest of the compared OMol25 structures with the same formula, charge and spin ... 0.276 eV
Orbital gap (spin up / spin down) ... 5.522 / 5.548 eV

The geometry in ORCA input format:
```
! RIJCOSX wB97M-V def2-TZVPD def2/J DEFGRID3
* xyz 3 1
Sb -1.69 5.49 2.71
Tc -0.04 0.43 0.34
S 1.95 1.60 0.79
S -1.37 2.23 0.81
S -3.24 3.59 2.97
S -2.03 2.02 2.67
S -0.12 4.35 1.62
O 1.10 -1.30 -0.11
N -1.56 -0.81 1.02
N 0.49 -0.13 2.36
N 0.87 -1.92 -2.27
N 1.53 0.34 3.11
N 0.27 1.22 -1.64
N 3.35 1.69 3.05
C 0.35 0.89 -4.00
C 1.45 -2.02 -1.08
C -3.29 -2.83 1.73
C -2.20 -2.52 2.54
C 2.52 -3.05 -0.89
C -2.65 -1.07 0.26
C 0.60 2.53 -1.85
C 0.15 0.41 -2.73
C 0.79 3.06 -3.10
C -1.36 -1.51 2.16
C -3.53 -2.08 0.58
C 0.68 2.23 -4.20
C -0.20 -1.06 2.91
C 2.29 1.15 2.45
C -0.25 -1.03 -2.53
H -0.75 -1.38 -3.43
H 1.18 -2.53 -3.01
H 2.32 -3.95 -1.48
H 3.96 2.33 2.57
H -3.97 -3.62 2.01
H 3.57 1.44 4.00
H 1.03 4.11 -3.20
H 0.71 3.15 -0.98
H -4.39 -2.27 -0.05
H -2.81 -0.45 -0.61
H 0.84 2.61 -5.21
H 3.48 -2.63 -1.22
H -2.00 -3.07 3.45
H 0.08 -1.45 3.87
H 0.25 0.22 -4.85
H 2.60 -3.30 0.16
H -0.96 -1.13 -1.71
*
```

Entry 2:
This record from OMol25 describes a structure of composition C34H31AsBrF4FeN2O9P3S. The level of theory is ωB97M-V/def2-TZVPD.

Energy above the lowest of the compared OMol25 structures with the same formula, charge and spin ... 1.268 eV
Expectation value of S² ... 8.77
Orbital gap (spin up / spin down) ... 7.125 / 6.558 eV

The geometry in ORCA input format:
```
! RIJCOSX wB97M-V def2-TZVPD def2/J DEFGRID3
* xyz 1 6
Br -2.85 -1.21 0.04
As 0.38 -3.89 3.67
Fe -0.40 0.95 0.81
S -1.40 -3.25 2.66
P -0.44 0.05 3.43
P -1.03 1.20 -1.58
P -2.66 1.65 2.72
F -4.54 0.73 -5.34
F -2.25 1.60 -4.36
F -5.31 -1.79 -1.48
F -6.11 -0.94 -3.89
O 1.73 -5.73 -2.21
O -2.44 2.73 3.69
O -2.10 1.77 1.30
O 0.22 1.31 2.93
O -0.02 -1.21 2.69
O -4.19 1.26 2.51
O 3.62 -5.62 -1.07
O -0.20 -0.20 4.98
O -2.04 0.21 3.28
N 0.84 2.86 0.68
N 1.50 0.25 0.29
C 0.49 -3.30 5.48
C 2.51 4.46 2.23
C -4.17 0.35 -4.12
C 1.52 1.30 -2.68
C -2.35 3.59 -1.19
C 0.26 -5.80 3.71
C -0.92 5.07 -3.06
C -3.35 -0.46 -1.61
C 2.40 1.03 0.75
C 0.14 -0.47 -3.53
C 2.31 -3.65 -1.09
C 1.21 -0.93 -4.29
C -0.63 3.72 -2.87
C -1.34 2.97 -1.93
C 3.36 -2.75 -0.96
C -2.64 4.93 -1.38
C 2.94 3.21 1.79
C 2.44 -0.28 -4.24
C 1.25 4.88 1.89
C 0.28 0.65 -2.73
C 0.45 4.06 1.10
C -2.98 0.80 -3.58
C 0.79 -1.96 -0.33
C -1.93 5.68 -2.31
C 1.83 -1.07 -0.18
C -4.97 -0.50 -3.39
C 1.02 -3.25 -0.78
C 2.63 -5.08 -1.45
C 2.58 0.84 -3.43
C 3.12 -1.46 -0.54
C -2.55 0.44 -2.31
C 2.06 -3.49 2.86
C 2.06 2.44 1.07
C -4.54 -0.92 -2.14
H 3.16 5.08 2.84
H 3.94 -0.75 -0.50
H -2.16 6.72 -2.46
H 1.31 -3.83 5.95
H -0.37 5.64 -3.79
H -4.73 1.57 3.25
H 0.66 -2.23 5.49
H 1.03 -5.13 -2.50
H -0.80 -1.00 -3.58
H 4.36 -3.07 -1.21
H 1.64 2.17 -2.04
H 3.39 0.67 0.99
H 1.09 -1.80 -4.92
H 0.26 -6.17 2.69
H -0.27 0.62 5.49
H 2.11 -3.93 1.87
H 0.86 5.83 2.24
H -0.22 -1.66 -0.06
H 1.11 -6.20 4.26
H 2.17 -2.41 2.80
H 2.82 -3.92 3.50
H -0.54 4.37 0.78
H 0.18 -3.94 -0.85
H -0.45 -3.53 5.98
H -2.90 3.02 -0.46
H 3.53 1.36 -3.40
H 3.27 -0.64 -4.82
H -0.67 -6.09 4.19
H 3.92 2.82 2.05
H -3.43 5.39 -0.80
H 0.12 3.26 -3.49
*
```